Entry 1:
{"formula": "C5H14N2O", "method": "wB97M-V/def2-TZVPD", "smiles": "CCN[C@H](CN)CO", "lumo_ev": 0.966, "multiplicity": 1, "charge": 0, "gap_ev": 9.9232, "relative_energy_ev": 2.2804, "symbols": ["H", "H", "O", "H", "C", "H", "H", "C", "H", "C", "H", "H", "N", "C", "H", "N", "H", "H", "H", "C", "H", "H"], "positions_angstrom": [[-0.849, 0.475, 1.462], [-3.400, 0.806, 1.433], [1.762, -0.476, -2.209], [1.608, 0.991, 0.947], [0.404, -0.332, -0.112], [-4.046, 0.846, -0.148], [0.146, -1.404, -0.134], [-3.098, 0.938, 0.395], [1.022, 1.249, -1.345], [-1.998, 0.031, -0.149], [-1.948, 0.154, -1.232], [2.565, -0.184, 0.304], [1.467, -0.797, 2.095], [1.607, -0.120, 0.826], [-2.740, 1.957, 0.301], [-0.735, 0.404, 0.457], [2.320, -0.868, 2.604], [-0.153, 0.136, -2.157], [0.698, -0.368, 2.592], [0.707, 0.224, -1.497], [-2.259, -1.050, -0.120], [2.103, -1.060, -1.547]], "mulliken_charge": [0.28, 0.31, -0.50, 0.39, -0.15, 0.40, 0.23, -1.29, 0.29, -0.34, 0.19, 0.47, -0.56, -0.72, 0.34, -0.30, 0.21, 0.25, 0.18, -0.33, 0.32, 0.33]}

---

Entry 2:
{"formula": "C5H14N2O2", "method": "wB97M-V/def2-TZVPD", "smiles": "CC[C@H](N)[C@@H](O)N(C)O", "lumo_ev": 0.668, "multiplicity": 1, "charge": 0, "gap_ev": 9.5008, "relative_energy_ev": 2.8086, "symbols": ["C", "H", "C", "N", "H", "O", "C", "H", "O", "H", "H", "H", "H", "C", "H", "H", "H", "N", "H", "H", "H", "H", "C"], "positions_angstrom": [[-1.944, -0.213, -0.557], [2.190, 0.969, -1.009], [2.238, 1.165, 0.067], [1.735, 0.055, 0.872], [3.288, 1.351, 0.320], [2.379, -1.142, 0.354], [0.273, -0.112, 0.798], [2.981, -1.357, 1.097], [-0.043, -1.375, 1.376], [-2.195, -1.193, -0.133], [-0.215, 0.969, -1.043], [-2.351, -0.201, -1.577], [0.691, -1.927, 1.056], [-0.413, -0.022, -0.619], [-2.427, 1.864, -0.152], [1.690, 2.088, 0.282], [1.139, -1.033, -1.464], [0.122, -1.025, -1.573], [-0.177, -1.948, -1.256], [-0.168, 0.650, 1.448], [-2.390, 0.841, 1.299], [-3.744, 0.726, 0.175], [-2.660, 0.869, 0.240]], "mulliken_charge": [-0.81, 0.34, -0.87, -0.09, 0.29, -0.53, -0.47, 0.35, -0.59, 0.26, 0.37, 0.40, 0.42, 0.46, 0.28, 0.32, 0.33, -0.75, 0.31, 0.44, 0.30, 0.37, -1.16]}

---

Entry 3:
{"formula": "C5H14N2O2", "method": "wB97M-V/def2-TZVPD", "lumo_ev": 0.795, "multiplicity": 1, "charge": 0, "gap_ev": 8.7693, "relative_energy_ev": 5.5443, "symbols": ["C", "N", "H", "H", "C", "H", "H", "H", "H", "H", "O", "N", "O", "H", "H", "H", "C", "C", "H", "C", "H", "H", "H"], "positions_angstrom": [[-0.835, -0.186, 0.999], [1.255, 1.464, 1.969], [0.023, -2.931, 0.559], [-0.408, -0.736, 1.839], [0.195, 2.392, -0.002], [-0.096, -3.375, -1.144], [-1.737, -0.647, 0.609], [1.666, 0.692, 2.473], [1.286, 0.463, 0.159], [0.812, 0.142, -2.331], [-0.130, 0.325, -2.538], [-0.803, -0.705, -1.824], [1.276, -1.032, -0.870], [-1.294, 0.721, 1.399], [-1.517, -2.711, -0.305], [-1.113, -1.404, -2.495], [0.755, 1.225, 0.744], [-0.432, -2.659, -0.391], [0.823, 2.172, 2.548], [0.041, -1.279, -0.805], [1.024, 3.046, -0.290], [-0.290, 2.053, -0.915], [-0.501, 2.968, 0.610]], "mulliken_charge": [-1.36, -0.39, 0.34, 0.22, -1.26, 0.42, 0.46, 0.25, 0.38, 0.35, -0.47, -0.17, -0.80, 0.47, 0.40, 0.26, 0.15, -1.47, 0.24, 0.87, 0.37, 0.36, 0.38]}

---

Entry 4:
{"formula": "C5H14N2O2", "method": "wB97M-V/def2-TZVPD", "lumo_ev": [0.499, 0.499], "multiplicity": 1, "charge": 0, "gap_ev": [7.4364, 7.4356], "relative_energy_ev": 4.7871, "symbols": ["H", "H", "H", "C", "H", "N", "H", "H", "H", "N", "C", "O", "H", "H", "C", "O", "H", "H", "H", "C", "H", "H", "C"], "positions_angstrom": [[1.847, -1.565, -1.057], [-2.490, 0.950, 0.432], [-1.990, 2.548, -0.144], [0.810, -0.636, 0.368], [-1.569, 1.420, -2.446], [1.864, -0.727, -0.488], [2.773, -0.544, -0.090], [1.153, 1.320, -1.280], [-0.589, -1.572, -0.981], [-1.275, 0.590, -1.931], [1.050, 0.021, 1.684], [0.426, -2.960, 0.531], [0.135, 0.085, 2.265], [-0.073, -3.378, 1.245], [-0.421, -1.141, -0.012], [0.455, 1.808, -0.816], [1.447, 1.028, 1.532], [-1.148, 1.817, 1.219], [-1.245, -1.118, 0.678], [-1.630, 1.595, 0.267], [-0.643, 0.068, -2.529], [1.776, -0.570, 2.246], [-0.664, 0.961, -0.692]], "mulliken_charge": [0.28, 0.37, 0.40, 1.22, 0.28, -0.35, 0.24, 0.39, 0.36, -0.66, -1.65, -0.84, 0.32, 0.18, -0.95, -0.56, 0.40, 0.32, 0.42, -1.53, 0.23, 0.44, 0.70]}

---

Entry 5:
{"formula": "C5H14N2P", "method": "wB97M-V/def2-TZVPD", "lumo_ev": -3.043, "multiplicity": 1, "charge": 1, "gap_ev": 9.9034, "relative_energy_ev": 1.1035, "symbols": ["C", "H", "C", "H", "C", "H", "H", "C", "H", "H", "N", "H", "H", "P", "H", "H", "H", "H", "C", "N", "H", "H"], "positions_angstrom": [[-2.403, -0.337, 1.203], [1.163, 0.768, -2.104], [2.800, -0.426, 0.739], [-1.002, -0.956, -1.511], [1.625, -0.402, -0.244], [3.067, 0.600, 1.115], [-4.529, 0.037, 0.923], [1.717, 0.812, -1.227], [-1.178, 1.251, -0.544], [2.855, 0.920, -1.478], [0.351, -0.202, 0.527], [1.649, -1.318, -0.849], [-2.144, -0.267, 2.276], [-1.510, -0.108, -0.368], [3.575, -0.886, 0.262], [-3.758, 0.280, -1.508], [2.488, -1.114, 1.505], [0.262, -0.806, 1.363], [-3.539, -0.059, 0.501], [-3.186, -0.111, -0.839], [0.507, 0.698, 1.011], [1.191, 1.624, -0.753]], "mulliken_charge": [-0.34, 0.41, -1.50, 0.12, 0.28, 0.34, 0.37, -1.18, 0.03, 0.31, -0.64, 0.32, 0.34, 0.47, 0.46, 0.23, 0.45, 0.36, -0.28, -0.33, 0.46, 0.33]}

---

Entry 6:
{"formula": "C5H14N2PS", "method": "wB97M-V/def2-TZVPD", "lumo_ev": -3.290, "multiplicity": 1, "charge": 1, "gap_ev": 10.4641, "relative_energy_ev": 2.2044, "symbols": ["C", "C", "C", "H", "H", "H", "H", "H", "H", "H", "P", "H", "H", "C", "H", "H", "H", "N", "N", "H", "C", "H", "S"], "positions_angstrom": [[-2.655, -0.499, 2.413], [-1.152, -0.643, 2.297], [0.351, 0.260, 0.742], [-2.984, 0.387, 1.934], [-0.102, -2.055, -3.025], [1.010, 0.617, 1.562], [-0.441, -2.120, -1.343], [2.999, -1.326, -1.115], [0.819, 2.097, -3.021], [1.567, 0.697, -3.937], [0.432, 0.213, -1.864], [-0.888, -1.712, 2.647], [-1.145, -0.923, 0.206], [-0.182, -1.462, -2.163], [-3.164, -1.370, 1.857], [2.429, -0.945, -1.522], [-0.641, -0.022, 2.924], [-0.691, -0.437, 0.937], [1.010, 0.660, -0.382], [-2.892, -0.489, 3.426], [1.394, 1.220, -3.008], [2.227, 1.417, -2.444], [-1.527, -0.092, -2.057]], "mulliken_charge": [-1.13, -0.54, 0.23, 0.34, 0.41, 0.29, 0.31, 0.20, 0.37, 0.38, 0.47, 0.25, 0.03, -0.54, 0.29, -0.20, 0.49, 0.10, -0.44, 0.39, -0.98, 0.42, -0.14]}

---

Entry 7:
{"formula": "C5H14N2PS", "method": "wB97M-V/def2-TZVPD", "lumo_ev": [-2.532, -6.851], "multiplicity": 3, "charge": 1, "s2": 2.0073, "gap_ev": [6.5649, 7.2380], "relative_energy_ev": 0.0000, "symbols": ["S", "H", "P", "N", "H", "C", "H", "H", "C", "H", "H", "N", "H", "C", "H", "H", "C", "C", "H", "H", "H", "H", "H"], "positions_angstrom": [[-3.144, -1.374, -0.288], [4.104, -0.987, -0.967], [-1.858, 0.238, 0.084], [-0.309, -0.113, 0.372], [-3.475, 1.459, 1.397], [0.355, -1.304, -0.072], [2.058, -2.304, -0.289], [4.262, 0.650, -0.337], [2.573, -0.414, 0.453], [-1.765, 0.752, -2.277], [-1.809, 2.039, 1.655], [1.640, -1.435, 0.025], [1.997, 0.466, 0.738], [-1.988, 1.316, -1.373], [-0.237, -2.124, -0.463], [3.024, 0.291, -1.540], [-2.439, 1.160, 1.535], [3.550, -0.098, -0.672], [-2.987, 1.740, -1.445], [-1.253, 2.113, -1.256], [3.114, -0.789, 1.326], [-2.347, 0.538, 2.425], [-3.065, -1.819, 0.969]], "mulliken_spin": [0.01, 0.00, -0.01, 0.69, 0.00, 0.67, -0.03, 0.00, -0.04, 0.00, 0.00, 0.56, 0.00, 0.05, 0.01, 0.00, 0.02, 0.03, 0.00, 0.00, 0.03, 0.00, 0.00]}

---

Entry 8:
{"formula": "C5H14N2S", "method": "wB97M-V/def2-TZVPD", "lumo_ev": 0.022, "multiplicity": 1, "charge": 0, "gap_ev": 7.5130, "relative_energy_ev": 4.1849, "symbols": ["H", "N", "C", "H", "H", "C", "C", "C", "H", "H", "S", "H", "H", "H", "H", "H", "H", "H", "N", "C", "H", "H"], "positions_angstrom": [[-1.622, 2.975, -1.747], [1.284, -2.308, 0.737], [0.212, 2.117, -1.058], [0.681, 0.593, 1.108], [-0.651, -0.918, 2.005], [-0.604, 2.841, -2.122], [-0.766, -1.013, 0.940], [0.230, -1.638, 0.152], [1.211, 1.889, -1.456], [0.651, -2.920, 1.683], [-0.392, -3.599, 2.801], [-1.764, -0.885, 0.547], [0.143, -3.029, 3.867], [0.395, 2.780, -0.202], [-0.033, -1.898, -0.868], [1.651, -2.995, 0.096], [-0.629, 2.259, -3.038], [-0.206, 3.836, -2.319], [-0.397, 0.836, -0.750], [0.451, 0.027, 0.196], [-1.263, 0.989, -0.265], [1.416, 0.061, -0.307]], "mulliken_charge": [0.31, -0.68, -0.36, 0.34, 0.33, -1.20, -1.08, 0.74, 0.33, 0.22, -0.63, 0.33, 0.08, 0.32, 0.27, 0.27, 0.32, 0.37, -0.36, -0.75, 0.26, 0.56]}

---

Entry 9:
{"formula": "C5H14N2S", "method": "wB97M-V/def2-TZVPD", "smiles": "C[C@H](CCS)NCN", "lumo_ev": 1.027, "multiplicity": 1, "charge": 0, "gap_ev": 9.8369, "relative_energy_ev": 0.0000, "symbols": ["H", "H", "H", "S", "N", "C", "H", "C", "H", "H", "H", "H", "N", "H", "C", "H", "H", "C", "C", "H", "H", "H"], "positions_angstrom": [[0.989, 2.195, -1.462], [3.372, 2.585, 0.121], [0.669, 2.186, 1.917], [-2.301, -2.613, -0.598], [2.385, 2.743, -0.043], [0.456, 1.126, 1.921], [-1.828, -3.028, 0.582], [-1.452, -0.970, -0.606], [2.559, 1.440, -1.731], [-2.252, -0.231, -0.597], [2.084, 0.000, 0.119], [-0.999, -0.955, 1.497], [1.354, 0.523, -0.350], [0.318, -1.529, 0.427], [1.840, 1.728, -0.964], [-0.956, -0.918, -1.570], [2.281, 3.662, -0.460], [-0.482, -0.795, 0.545], [0.175, 0.608, 0.507], [1.286, 0.564, 2.358], [-0.406, 0.960, 2.579], [-0.503, 1.300, 0.015]], "mulliken_charge": [0.41, 0.21, 0.41, -0.27, -0.49, -1.60, 0.11, -0.63, 0.34, 0.38, 0.27, 0.48, -0.30, 0.29, -0.63, 0.35, 0.21, -0.88, 0.16, 0.32, 0.43, 0.42]}

---

Entry 10:
{"formula": "C5H14N2SSi", "method": "wB97M-V/def2-TZVPD", "smiles": "C[Si](C)(C)N.CN=C=S", "lumo_ev": 0.231, "multiplicity": 1, "charge": 0, "gap_ev": 8.6938, "symbols": ["C", "H", "H", "N", "C", "H", "H", "H", "Si", "S", "H", "C", "H", "H", "H", "H", "C", "H", "N", "H", "H", "C", "H"], "positions_angstrom": [[-2.130, 0.524, 0.649], [0.517, -2.166, -2.021], [-0.185, -0.883, 2.004], [-0.149, 0.137, -0.778], [-2.584, 2.576, -0.533], [1.625, -1.165, 2.377], [0.886, 0.446, 2.189], [3.251, 0.185, -1.128], [1.131, -0.679, -0.109], [-2.193, -0.956, 1.177], [-0.701, -2.329, -0.621], [2.912, -0.015, -0.158], [-3.272, 3.348, -0.151], [-2.983, 2.058, -1.448], [3.156, 0.707, 0.573], [-0.653, 0.000, -1.576], [0.870, -0.657, 1.768], [0.819, -3.309, -0.594], [-2.671, 1.598, 0.515], [-1.479, 2.871, -0.653], [-0.127, 1.023, -0.550], [0.386, -2.378, -0.924], [3.574, -0.937, -0.006]], "mulliken_charge": [0.61, 0.25, 0.12, -0.38, -0.64, 0.37, 0.27, 0.38, 0.28, -0.39, 0.20, -1.14, 0.29, 0.25, 0.32, 0.21, -0.86, 0.35, -0.30, 0.23, 0.20, -0.93, 0.29]}

---

Entry 11:
{"formula": "C5H14N3", "method": "wB97M-V/def2-TZVPD", "smiles": "[H]/N=C\\NCC[C@H](C)[NH3+]", "lumo_ev": -3.653, "multiplicity": 1, "charge": 1, "gap_ev": 8.5851, "relative_energy_ev": 3.3490, "symbols": ["N", "C", "H", "N", "C", "H", "H", "C", "C", "C", "H", "H", "H", "H", "H", "H", "H", "N", "H", "H", "H", "H"], "positions_angstrom": [[-1.646, -0.612, -2.161], [1.336, -0.245, 0.290], [0.376, -1.210, 1.694], [1.637, 0.054, 3.952], [1.746, 0.176, 2.731], [-2.327, -1.047, -1.549], [0.136, 0.736, -2.262], [0.193, -0.740, -0.616], [-1.363, 1.443, -0.729], [-0.541, 0.293, -1.405], [-0.554, -1.334, -0.069], [-1.885, 1.106, 0.207], [2.351, -0.757, -0.092], [-2.057, 0.026, -2.813], [-2.160, 1.951, -1.367], [-1.189, -1.319, -2.740], [0.714, -1.633, -1.251], [0.925, -0.366, 1.662], [-0.602, 2.197, -0.504], [1.027, -0.679, 4.384], [2.436, 1.107, 2.501], [1.449, 0.853, 0.137]], "mulliken_charge": [-0.36, -0.61, 0.19, -0.51, 0.08, 0.34, 0.23, -0.79, -1.21, 0.19, 0.47, 0.32, 0.24, 0.36, 0.42, 0.36, 0.28, -0.20, 0.35, 0.23, 0.25, 0.37]}

---

Entry 12:
{"formula": "C5H14N3", "method": "wB97M-V/def2-TZVPD", "smiles": "C[C@H]1C[C@]1(N)[C@@H](N)[NH3+]", "lumo_ev": -3.023, "multiplicity": 1, "charge": 1, "gap_ev": 10.3814, "relative_energy_ev": 3.2218, "symbols": ["H", "C", "N", "C", "H", "H", "H", "H", "N", "H", "H", "H", "C", "H", "N", "H", "C", "H", "H", "H", "C", "H"], "positions_angstrom": [[2.534, 1.033, 1.393], [-0.811, -0.814, -1.044], [2.108, -1.464, -0.190], [1.364, -0.392, 0.414], [-0.728, 2.077, 0.101], [1.486, -2.294, -0.187], [2.202, -1.094, -1.083], [1.573, 1.595, 0.137], [0.031, 1.515, -0.477], [-2.925, 0.559, -0.263], [-2.645, 0.988, 1.292], [-0.478, -1.816, -1.371], [0.016, 0.147, -0.150], [-3.424, -0.601, 0.824], [2.290, 0.795, 0.456], [-1.511, -0.291, -1.704], [-1.361, -0.674, 0.353], [-1.185, -1.455, 0.941], [3.105, 0.826, -0.067], [-0.228, 1.795, -1.489], [-2.610, 0.147, 0.637], [1.194, -0.582, 1.476]], "mulliken_charge": [0.34, -1.04, -0.63, -0.53, 0.32, 0.31, 0.33, 0.40, -0.64, 0.42, 0.38, 0.25, 0.67, 0.36, -0.26, 0.31, -0.09, 0.60, 0.29, 0.32, -1.53, 0.43]}

---

E_tot values (in a.u.) by entry order: -383.61690, -458.83438, -458.73385, -458.76167, -649.44748, -1047.64641, -1047.61408, -706.43633, -706.59012, -996.03315, -362.85610, -362.86077.